# C26H23IN4O6PPdS

C26H23IN4O6PPdS as an isolated structure (ωB97M-V/def2-TZVPD, OMol25).

Geometry as XYZ:
```
63
Properties=species:S:1:pos:R:3
I 1.8816 5.9553 -2.8775
Pd 0.6039 1.3806 -0.1589
S 3.4660 0.8538 -0.1861
P -0.1242 -0.9068 0.1872
O 0.5608 2.0391 -2.5721
O 0.7617 2.5986 2.1064
O -1.3278 2.7822 -0.0811
O 3.0814 0.1889 -1.4349
O 2.8420 0.2656 0.9895
O 3.3131 2.3072 -0.2638
N -2.2755 2.1489 -2.0327
N -5.7380 2.4116 -1.6737
N 2.6706 2.7142 -2.9929
N -3.9769 3.4321 2.2737
C -3.9895 -2.8233 -1.4177
C -1.6126 -1.7303 -0.4674
C -2.7757 -0.9606 -0.5105
C -0.3141 0.5149 2.5132
C 5.2130 0.5512 -0.0020
C -4.8116 2.5843 -0.9982
C 1.0928 4.2392 -1.8826
C -1.2837 -1.6721 2.6763
C -1.3348 -0.1756 4.5607
C -3.9601 -1.5046 -0.9777
C -2.8347 -3.5906 -1.3833
C -1.6466 -3.0482 -0.9080
C 3.1294 -4.1531 -0.0240
C -0.6717 0.7916 3.8305
C 1.1355 -2.2180 0.1730
C 2.7429 -3.4373 -1.1496
C -3.6760 2.8152 -0.2010
C 1.5358 -2.9282 1.2983
C -3.8316 3.1535 1.1607
C 1.7588 -2.4675 -1.0491
C 2.5298 -3.8915 1.1987
C 1.4254 2.9175 -2.5372
C -0.6070 -0.7123 1.9297
C -2.3732 2.6138 -0.7438
C -1.6410 -1.4024 3.9853
C 0.3642 1.5680 1.7075
H -4.8528 -0.8916 -1.0084
H 2.9515 1.7396 -2.9502
H 5.3664 -0.5263 0.0264
H 3.9073 -4.9038 -0.0980
H -2.7553 0.0708 -0.1826
H -0.7510 -3.6565 -0.8806
H 1.0906 -2.7192 2.2623
H -0.4475 1.7638 4.2457
H 3.3736 3.3669 -2.6771
H 5.7384 0.9878 -0.8494
H 2.8409 -4.4326 2.0842
H -3.0844 2.2234 -2.6282
H -1.5484 -2.6207 2.2248
H 1.4989 -1.8734 -1.9167
H -2.1781 -2.1485 4.5582
H 0.0179 4.3570 -1.8182
H 5.5450 1.0090 0.9276
H 3.2244 -3.6157 -2.1030
H -2.8524 -4.6177 -1.7282
H -1.3656 2.2541 -2.4573
H 1.5281 4.2449 -0.8849
H -1.6372 0.0326 5.5793
H -4.9129 -3.2490 -1.7907
```

Results
F_max ... 0.0211 hartree/bohr
Net charge ... -1
2S+1 ... 1
E_tot ... -77289.2530 eV
HOMO energy ... -0.17779 hartree
LUMO energy ... 2.1 eV